DFT (wB97M-V/def2-TZVPD) results for the ion C20H26NO2 with charge +1.

As for the frontier orbital gap: 9.36 eV. As for the molecular weight: 312.43 g/mol. Its largest force on an atom is 0.77 eV Å⁻¹. For the energy relative to the best compared isomer or geometry (same formula, charge and spin), the calculation gives 26.9 kcal per mole. As for the HOMO energy: -11.6 eV. The value obtained for the calculated total energy is -26740.34363 eV.

Structure (ORCA input):
```
! wB97M-V def2-TZVPD RIJCOSX def2/J DEFGRID3
* xyz 1 1
H 1.1350 3.1814 -1.9758
H 0.0878 3.9061 0.2072
H -0.4228 -1.8148 -1.9242
H 1.0911 -1.8209 -0.9920
C -1.5543 -0.0179 -0.2671
H 2.5103 3.0232 0.0577
H 1.1904 0.3963 0.3151
H -4.8433 -1.8410 -1.7139
H 2.3591 -1.9096 1.2622
H 5.1829 1.1075 0.1669
C 0.0077 -1.7227 -0.9249
H -5.1613 1.3290 0.0756
H 2.4572 0.2634 2.4551
H 3.4698 1.5814 1.8309
C -1.7856 1.2803 0.2088
C 5.1112 -2.1610 -0.6789
C -4.9238 -2.1957 1.4900
H -2.4925 -1.8160 -0.9613
H 0.9936 1.6765 1.2925
H 2.8452 1.6301 -0.9931
N 1.7172 1.1981 0.7273
O -0.2359 -0.4381 -0.3791
H -0.3903 -2.5090 -0.2794
O -0.7329 2.1049 0.6139
H -1.0998 3.3626 -0.9954
C 2.8600 0.7208 1.5492
H 0.4935 1.5588 -1.7202
H 5.6730 -2.8903 -1.2407
C 3.6727 -0.2855 0.7799
C -4.1568 0.9501 -0.0251
H -5.2519 -2.8958 2.2382
C -3.0839 1.7492 0.3198
C -0.2728 3.0402 -0.3569
C -5.4602 -2.1763 0.2855
C 3.2432 -1.6069 0.7190
C -2.6398 -0.8091 -0.6060
C -5.0895 -1.2397 -0.8339
H -6.2477 -2.8721 0.0295
C 2.0852 2.1148 -0.3763
H -4.1438 -1.5129 1.7855
C 4.8300 0.0882 0.1085
H 3.6260 -3.5663 -0.0432
C 0.8555 2.4546 -1.2143
H 6.4494 -0.5525 -1.1288
H -3.2374 2.7506 0.6915
C 5.5473 -0.8482 -0.6167
C 3.9600 -2.5409 -0.0079
C -3.9434 -0.3381 -0.4920
H -5.9709 -0.6429 -1.0830
*
```